The following is a quantum chemistry calculation of an isolated ion of composition C5H12NO and charge -1, from the OMol25 dataset.

Element x y z (Å)
C: -1.87237 -1.52147 -0.64001
N: -1.65293 -1.10641 0.72060
C: -0.24469 -0.94255 1.05447
C: 0.37908 0.42172 0.92614
C: 0.64584 0.88892 -0.51881
C: 1.95801 1.68322 -0.68449
O: 2.19973 2.10029 -1.92367
H: -1.35184 -0.97372 -1.42360
H: -2.92386 -1.37174 -0.92850
H: -1.69177 -2.59476 -0.72244
H: -2.12295 -0.27213 0.89695
H: -0.07682 -1.33911 2.06160
H: 0.30862 -1.68466 0.49457
H: 1.31931 0.48768 1.49387
H: -0.17827 1.22615 1.42824
H: 0.73762 0.06376 -1.22737
H: -0.18934 1.49828 -0.84507
H: 2.73060 0.94608 -0.26586
H: 2.02604 2.49046 0.10338

Values from the calculation:
Largest force on an atom = 1.88 eV Å⁻¹
Energy above the lowest of the compared OMol25 structures with the same formula, charge and spin = 0.9905 eV
Spin multiplicity = 1
LUMO = 3.786 eV
E_HOMO = -2.15 eV
Net charge = -1

***

The following is a quantum chemistry calculation of an isolated ion of composition C5H12NO and charge -1, from the OMol25 dataset.

Element x y z (Å)
C: -1.30220 2.46967 1.35227
C: -1.70986 1.15744 0.72498
C: -0.96975 0.76490 -0.56190
C: 0.44172 0.34968 -0.31597
N: 0.54802 -0.96012 0.38077
C: 0.96452 -2.02058 -0.64145
O: 2.18903 -2.04270 -1.10406
H: -0.25777 2.20508 1.72815
H: -2.04572 2.69446 2.22522
H: -1.25848 3.49371 0.76137
H: -2.74515 0.99498 0.38532
H: -1.47512 0.26120 1.40731
H: -1.49060 -0.01877 -1.12187
H: -0.94930 1.69957 -1.14924
H: 0.97787 1.23070 0.24643
H: 0.95528 0.13354 -1.22361
H: 1.29245 -1.05837 1.06534
H: 0.81782 -2.91660 0.00725
H: 0.28376 -1.98375 -1.51219

Values from the calculation:
Largest force on an atom = 2.83 eV Å⁻¹
Energy above the lowest of the compared OMol25 structures with the same formula, charge and spin = 1.3625 eV
Spin multiplicity = 1
LUMO = 3.701 eV
E_HOMO = -2.30 eV
Net charge = -1

***

The following is a quantum chemistry calculation of an isolated ion of composition C5H12NO and charge -1, from the OMol25 dataset.

Element x y z (Å)
C: 0.86933 -1.89830 -1.97514
C: 1.31844 -1.56315 -0.53040
N: 0.36267 -0.62170 0.07154
C: -0.84107 -0.09192 -0.51257
C: -1.50685 0.95987 0.38271
C: -0.42272 1.93493 0.96874
O: 0.27568 1.44579 1.97300
H: 0.00474 -2.55306 -1.85173
H: 1.58943 -2.45415 -2.56963
H: 0.47275 -1.00131 -2.43197
H: 1.34057 -2.48455 0.05967
H: 2.25642 -1.00316 -0.49783
H: 0.53992 -0.16149 0.96896
H: -1.60411 -0.88981 -0.65035
H: -0.70228 0.31148 -1.52168
H: -2.13454 0.42624 1.10885
H: -2.17572 1.64407 -0.17512
H: -0.98140 2.89123 1.27830
H: -0.00478 2.29407 -0.05707

Values from the calculation:
Largest force on an atom = 2.24 eV Å⁻¹
Energy above the lowest of the compared OMol25 structures with the same formula, charge and spin = 1.2326 eV
Spin multiplicity = 1
LUMO = 3.849 eV
E_HOMO = -2.50 eV
Net charge = -1